Molecular formula: C3H8O2
Method: DFT, wB97M-V/def2-TZVPD

XYZ file:
```
13
Properties=species:S:1:pos:R:3:mulliken_charge:R:1
C -1.46298 -0.65768 -0.21869 -0.5036
C -0.89158 -1.37844 -1.17925 -0.4919
H -1.47368 0.42914 -0.22458 0.2326
H -1.93301 -1.13256 0.64010 0.2355
H -0.42485 -0.91054 -2.04413 0.2970
H -0.87574 -2.46584 -1.14516 0.2380
C 1.71312 -0.02185 0.04563 -0.1636
O 1.87241 1.10659 -0.36360 -0.4858
H 1.07471 -0.23696 0.91742 0.3015
H 2.20511 -0.88523 -0.43907 0.3039
O -0.30111 1.94456 1.24618 -0.6213
H 0.02773 2.21837 2.10907 0.2860
H 0.46987 1.99043 0.65608 0.3719
```

The value obtained for the LUMO energy is 0.7 eV. As for the multiplicity: 1. For the relative energy (zero: lowest compared OMol25 entry of this formula, charge and spin), the calculation gives 196.9 kJ/mol. As for the net charge: 0. The calculation puts the calculated total energy at -7334.0099 eV.

---

Molecular formula: C3H8O2
Method: DFT, wB97M-V/def2-TZVPD

XYZ file:
```
13
Properties=species:S:1:pos:R:3:mulliken_charge:R:1
C 1.20048 -1.00664 -1.36926 -0.1428
O 0.19054 -0.64781 -1.92205 -0.3743
H 1.57987 -2.01687 -1.56682 0.2679
H 2.00357 -0.28325 -1.10907 0.2390
C -1.24147 -0.33905 0.46399 -1.0972
C -0.27466 0.84046 0.55766 0.1508
O 0.19570 1.13394 1.94388 -0.5535
H -2.20268 -0.24090 1.02891 0.3736
H -1.61369 -0.59138 -0.56777 0.3329
H -0.74638 -1.25551 0.89722 0.3127
H -0.67394 1.81446 0.27301 0.2025
H 0.69219 0.71253 0.10508 0.0060
H -0.39327 0.71443 2.57840 0.2823
```

The value obtained for the LUMO energy is 0.4 eV. As for the multiplicity: 1. For the relative energy (zero: lowest compared OMol25 entry of this formula, charge and spin), the calculation gives 229.9 kJ/mol. As for the net charge: 0. The calculation puts the calculated total energy at -7333.6679 eV.

---

Molecular formula: C3H8O2
Method: DFT, wB97M-V/def2-TZVPD

XYZ file:
```
13
Properties=species:S:1:pos:R:3:mulliken_charge:R:1
C -0.99884 0.94158 -0.29569 -1.1273
C -0.59485 -0.32251 0.41538 0.2473
O -1.00393 -1.43905 -0.36277 -0.5457
C 0.92975 -0.25017 0.59584 -0.4710
O 1.38741 -0.19834 -0.72513 -0.5695
H -0.92897 1.84435 0.34279 0.3171
H -0.22442 1.17096 -1.06963 0.2794
H -2.02392 0.89412 -0.80420 0.2909
H -1.14976 -0.54858 1.36228 0.3068
H -0.37152 -1.55009 -1.08560 0.3392
H 1.24626 0.62546 1.18651 0.3465
H 1.29658 -1.15931 1.18891 0.2722
H 2.43620 -0.00842 -0.74869 0.3141
```

The value obtained for the LUMO energy is 0.6 eV. As for the multiplicity: 1. For the relative energy (zero: lowest compared OMol25 entry of this formula, charge and spin), the calculation gives 125.9 kJ/mol. As for the net charge: 0. The calculation puts the calculated total energy at -7334.7458 eV.

---

Molecular formula: C3H8O2
Method: DFT, wB97M-V/def2-TZVPD

XYZ file:
```
13
Properties=species:S:1:pos:R:3:mulliken_charge:R:1
C 0.84260 0.65698 1.05248 -0.9658
C -0.65634 0.60333 1.18923 -0.2972
C -1.27794 -0.72286 0.82620 0.0385
O -0.74514 -1.56569 0.16021 -0.4724
H 1.36986 0.00038 1.74468 0.2954
H 1.23724 1.66746 1.09938 0.3355
H 1.12805 0.25299 0.07855 0.1835
H -1.03053 0.87331 2.17973 0.3069
H -1.13105 1.34026 0.53022 0.2560
H -2.30529 -0.85709 1.23092 0.3184
O 0.99555 -0.77288 -3.75371 -0.6467
H 1.41032 -0.39912 -2.96654 0.3252
H 0.16266 -1.07708 -3.37135 0.3226
```

The value obtained for the LUMO energy is 0.7 eV. As for the multiplicity: 1. For the relative energy (zero: lowest compared OMol25 entry of this formula, charge and spin), the calculation gives 79.3 kJ/mol. As for the net charge: 0. The calculation puts the calculated total energy at -7335.2282 eV.